Entry from the Open Molecules 2025 dataset: a cluster of 11 separate species, C29H74N9O15 in total in a non-equilibrium geometry (the ωB97M-V functional and the def2-TZVPD basis).

Geometry as XYZ:
```
127
Properties=species:S:1:pos:R:3:forces:R:3
C 1.583 17.259 -14.696 0.005 0.799 -0.502
C 0.841 18.102 -15.787 -2.390 -3.190 -0.672
O -0.089 17.693 -16.500 3.895 2.379 2.377
N 1.328 19.586 -15.992 0.401 -2.402 -0.577
H 0.467 20.100 -15.875 -0.450 0.878 -0.524
H 1.931 19.861 -15.230 0.351 0.123 0.505
C 2.082 19.744 -17.334 -1.173 0.970 1.035
H 1.395 16.188 -14.764 -0.260 0.091 -0.631
H 1.375 17.524 -13.659 -0.718 0.568 -0.022
H 2.663 17.400 -14.716 0.027 0.211 -0.560
H 2.308 20.810 -17.323 0.226 -0.075 -0.508
H 1.377 19.486 -18.123 0.154 -0.003 0.158
H 2.982 19.132 -17.387 -0.291 -0.153 0.408
C 6.189 13.451 -22.244 0.494 -0.534 1.292
C 5.213 13.737 -21.125 0.002 0.076 -3.205
O 4.111 13.291 -21.087 0.300 0.306 1.302
N 5.565 14.948 -20.294 -0.121 -2.425 0.858
H 6.345 15.451 -20.693 0.005 0.171 -0.330
H 4.684 15.442 -20.283 -0.803 1.280 0.242
C 5.960 14.495 -18.879 0.270 0.476 -0.767
H 6.089 14.207 -23.023 -0.282 -0.054 -0.138
H 6.011 12.435 -22.597 -0.011 0.234 -0.301
H 7.219 13.516 -21.893 0.165 -0.082 -0.003
H 5.849 15.450 -18.365 0.156 -0.706 0.805
H 6.968 14.089 -18.961 0.138 0.375 0.201
H 5.335 13.672 -18.531 -0.451 0.598 0.073
C -1.287 14.567 -16.886 0.329 -0.045 0.083
C -1.354 13.118 -16.498 -0.583 -2.789 -1.946
O -1.754 12.168 -17.163 1.039 2.762 1.576
N -0.731 12.803 -15.175 -1.981 0.044 0.415
H 0.263 12.966 -15.248 1.647 -0.471 -0.296
H -1.016 13.584 -14.600 -0.318 0.148 0.804
C -1.137 11.470 -14.524 0.818 0.213 -0.942
H -2.183 14.884 -17.419 -0.014 -0.090 0.229
H -0.420 14.696 -17.534 0.026 -0.278 -0.290
H -1.024 15.212 -16.048 -0.513 -0.030 0.104
H -2.215 11.420 -14.371 0.206 0.379 0.279
H -0.502 11.387 -13.641 -0.416 -0.145 0.032
H -0.886 10.702 -15.255 0.106 0.043 0.235
C 2.752 18.607 -26.585 0.396 0.047 -0.768
C 2.180 19.261 -25.407 -3.939 0.629 -3.002
O 1.051 19.761 -25.415 3.810 -1.221 1.696
N 3.015 19.275 -24.184 -0.234 -0.181 0.997
H 3.968 19.560 -24.356 0.686 -0.315 -0.698
H 2.633 20.109 -23.762 -0.401 0.178 1.231
C 2.948 17.975 -23.343 0.018 1.311 0.145
H 2.857 17.532 -26.439 -0.156 -0.138 -0.039
H 3.734 18.975 -26.880 0.243 0.170 0.254
H 2.094 18.844 -27.421 -0.069 -0.369 0.026
H 3.389 17.137 -23.882 -0.281 0.318 -0.283
H 1.897 17.837 -23.093 0.296 -0.201 -0.156
H 3.524 18.153 -22.435 -0.153 -0.035 -0.038
C 7.453 20.197 -22.135 -0.993 -0.309 -0.259
C 7.379 20.366 -20.684 3.096 5.516 1.495
O 7.814 21.390 -20.111 -2.708 -5.579 -1.292
N 6.736 19.191 -19.891 -0.025 0.194 1.041
H 7.002 18.264 -20.189 0.339 -0.130 -1.064
H 7.208 19.218 -18.999 0.053 0.603 0.846
C 5.234 19.184 -19.702 0.398 0.017 -0.093
H 7.470 21.206 -22.547 0.234 -0.178 -0.244
H 6.531 19.686 -22.411 -0.113 -0.110 -0.559
H 8.291 19.595 -22.486 0.224 0.093 0.131
H 4.940 20.106 -19.201 0.042 -0.012 -0.275
H 4.968 18.312 -19.104 -0.039 -0.053 0.092
H 4.785 19.045 -20.685 -0.023 0.304 0.151
C -1.555 16.288 -24.078 0.661 -0.131 -0.142
C -0.080 15.838 -24.194 0.465 2.376 -3.062
O 0.785 16.444 -24.831 -2.087 -1.965 2.530
N 0.265 14.474 -23.667 0.845 0.107 1.056
H -0.558 14.118 -23.203 -0.432 -0.386 0.413
H 0.457 13.809 -24.403 0.077 -0.174 -1.001
C 1.457 14.442 -22.703 -0.538 0.070 0.572
H -1.826 16.740 -23.124 0.310 -0.057 0.291
H -2.293 15.502 -24.234 0.254 -0.432 -0.040
H -1.755 17.041 -24.840 0.321 -0.005 -0.068
H 1.141 14.928 -21.780 0.110 0.273 -0.122
H 2.333 14.940 -23.118 -0.392 -0.132 -0.233
H 1.680 13.413 -22.418 -0.081 -0.053 -0.468
C 4.962 16.326 -14.929 0.111 -1.765 -0.994
C 6.278 15.578 -15.100 0.888 -4.199 -1.388
O 6.529 14.402 -15.476 -1.166 6.068 1.851
N 7.471 16.527 -14.846 -1.141 -0.896 -0.762
H 8.029 16.573 -15.687 0.434 -0.500 -0.406
H 7.102 17.463 -14.761 -0.102 0.436 0.519
C 8.339 16.168 -13.686 1.157 1.025 -0.326
H 4.191 15.600 -15.190 -0.199 -0.233 0.580
H 4.847 16.990 -15.786 0.383 0.630 0.106
H 4.804 16.794 -13.957 0.259 -0.007 -0.069
H 7.877 16.628 -12.813 0.206 -0.802 0.263
H 9.238 16.729 -13.943 0.283 -0.021 0.681
H 8.624 15.117 -13.732 -0.586 0.006 0.433
C 1.480 12.487 -18.963 -0.898 -1.840 -0.609
C 1.078 11.204 -19.723 0.449 1.300 -3.217
O 0.495 11.201 -20.789 0.659 -0.092 2.250
N 1.746 9.934 -19.324 -0.879 -0.068 0.615
H 1.753 9.269 -20.084 -0.333 -0.379 -0.649
H 2.714 10.154 -19.135 0.487 -0.110 0.509
C 1.039 9.379 -18.109 0.151 -0.350 0.758
H 1.109 13.257 -19.639 0.031 0.218 0.685
H 2.561 12.545 -18.830 -0.021 -0.024 -0.021
H 1.009 12.420 -17.982 0.025 0.635 0.055
H 0.899 10.242 -17.458 0.061 -0.381 0.323
H 1.648 8.598 -17.654 0.176 0.291 0.069
H 0.083 8.907 -18.337 0.041 0.351 -0.572
C -0.850 20.787 -22.910 0.040 0.785 1.407
C -1.410 19.810 -21.951 -3.413 -1.541 -2.272
O -2.460 19.209 -22.070 3.677 1.323 1.646
N -0.408 19.478 -20.772 -0.026 -0.944 -0.230
H 0.460 19.994 -20.772 0.515 0.266 -1.291
H -0.693 19.798 -19.858 -1.491 -0.148 0.466
C -0.134 18.002 -20.684 -0.254 -0.511 1.829
H 0.032 20.439 -23.446 -0.297 -0.252 -0.265
H -0.500 21.571 -22.238 0.158 0.697 -0.254
H -1.653 21.198 -23.522 0.226 -0.239 -0.267
H 0.068 17.403 -21.572 0.219 1.036 -0.364
H -0.991 17.518 -20.214 -0.190 0.264 -0.085
H 0.671 17.920 -19.953 0.191 -0.401 -0.343
O 3.827 13.198 -16.552 1.027 0.688 -0.516
C 2.639 13.190 -15.955 -3.991 -1.215 -0.003
O 1.829 14.130 -16.032 0.283 3.005 -0.232
O 2.237 12.086 -15.547 0.579 -1.144 0.403
H 3.891 12.244 -16.467 1.490 -0.917 -0.037
O 1.676 15.641 -18.834 -4.371 -1.532 0.847
C 2.745 16.195 -19.208 1.496 0.995 -2.472
O 2.889 16.466 -20.397 0.893 0.615 -3.371
O 3.529 16.398 -18.308 3.967 1.635 2.760
H 1.954 15.733 -17.919 -1.404 -1.454 2.102
```
Forces are in eV/Å.

The total charge is +7. The max |F| is 6.50 eV Å⁻¹. For the relative energy (zero: lowest compared OMol25 entry of this formula, charge and spin), the calculation gives 465.69 kJ/mol. The calculation puts the HOMO-LUMO gap at 6.66 eV.